<A>
C2HN2OP | wB97M-V/def2-TZVPD

Structure (XYZ):
```
7
Properties=species:S:1:pos:R:3:lowdin_charge:R:1
P 0.942 -1.751 -1.405 1.077
O 0.146 -0.117 0.437 -0.190
N 3.736 -0.951 -0.950 0.126
N 0.092 0.622 -2.811 0.135
C 2.631 -1.218 -1.138 -0.490
C 0.505 -0.265 -2.239 -0.555
H -0.545 -0.593 0.765 -0.103
```

Results
Frontier orbital gap (alpha / beta) ... 7.56 / 7.56 eV
HOMO level (alpha / beta) ... -11.1 / -11.1 eV
2S+1 ... 1


<B>
C2HN2OP | wB97M-V/def2-TZVPD

Structure (XYZ):
```
7
Properties=species:S:1:pos:R:3:lowdin_charge:R:1
P -0.454 -0.055 1.010 0.826
O -1.680 0.053 -0.031 -0.339
N 1.264 -2.035 -0.141 0.135
N 1.231 1.929 -0.303 0.121
C 0.511 -1.262 0.217 -0.435
C 0.471 1.254 0.219 -0.407
H -1.343 0.114 -0.972 0.099
```

Results
Frontier orbital gap ... 10.84 eV
HOMO level ... -11.6 eV
2S+1 ... 1
Structure (SMILES) ... N#CP(O)C#N


Which structure is the least stable? The one labeled <A>.